# 1
102
Properties=species:S:1:pos:R:3 method="wB97M-V/def2-TZVPD" homo_lumo_gap_ev="5.75 / 5.01" spin_multiplicity=2 de_lowest_kj_mol=2.5 charge=+1
Ir -0.1566 0.1324 0.0021
C 2.3040 4.1008 -4.1754
C 0.7967 3.8603 -4.0625
C 0.4766 2.5387 -3.4410
C -0.0056 1.4253 -4.0370
C -0.4285 1.2520 -5.4616
C -1.9001 1.6229 -5.6720
C -0.1805 0.4342 -2.9980
C -0.9587 -0.6845 -3.1721
C -1.2379 -1.6501 -2.2059
C -1.7813 -2.9670 -2.4469
C -2.4017 -3.4158 -3.7325
C -1.3665 -3.9635 -4.7186
C -1.4932 -3.7081 -1.3425
C -0.7728 -2.8362 -0.4411
C 0.0889 -3.2173 0.5536
C 1.0297 -2.4067 1.1878
N 1.1358 -1.0354 1.0537
C 1.9228 -0.6212 2.1080
C 2.0153 0.6930 2.5798
C 1.4472 1.8064 2.0169
N 0.7577 1.7645 0.8345
C 0.8672 2.9961 0.2955
C 0.7659 3.2136 -1.0738
C 0.6080 2.2354 -2.0320
N 0.3610 0.8967 -1.8065
C 1.4356 3.9220 1.2545
C 1.8000 3.1767 2.3304
C 2.5653 3.6103 3.5405
C 4.0802 3.5569 3.3216
C 1.6130 5.3895 1.0326
C 0.3067 6.1623 1.2314
C 2.4452 -1.7505 2.8054
C 1.8908 -2.8618 2.2303
C 2.0558 -4.2845 2.6674
C 1.0790 -4.6604 3.7846
C 3.4193 -1.6928 3.9402
C 4.8418 -1.3854 3.4660
N -0.7496 -1.5663 -0.9571
C -1.7889 -5.1493 -1.0813
C -2.8831 -5.3316 -0.0263
H 2.5103 5.0754 -4.6165
H 2.7697 3.3382 -4.8004
H 2.7844 4.0620 -3.1962
H 0.3388 3.9077 -5.0513
H 0.3330 4.6631 -3.4833
H -0.2464 0.2239 -5.7826
H 0.2004 1.8774 -6.0970
H -2.5549 1.0322 -5.0298
H -2.1974 1.4606 -6.7076
H -2.0690 2.6725 -5.4285
H -1.3467 -0.8540 -4.1674
H -2.9465 -2.5850 -4.1870
H -3.1498 -4.1815 -3.5197
H -0.6118 -3.2110 -4.9539
H -1.8396 -4.2733 -5.6499
H -0.8483 -4.8252 -4.2960
H 0.0894 -4.2625 0.8365
H 2.6252 0.8437 3.4613
H 0.9054 4.2247 -1.4301
H 2.2873 2.9907 4.3961
H 2.2700 4.6287 3.7992
H 4.4096 2.5462 3.0745
H 4.6136 3.8786 4.2156
H 4.3741 4.2071 2.4969
H 1.9956 5.5680 0.0243
H 2.3779 5.7673 1.7128
H -0.4716 5.7932 0.5612
H 0.4486 7.2246 1.0348
H -0.0569 6.0497 2.2533
H 3.0825 -4.4384 3.0043
H 1.9212 -4.9565 1.8177
H 1.2147 -4.0144 4.6534
H 1.2241 -5.6922 4.1037
H 0.0452 -4.5518 3.4494
H 3.4054 -2.6447 4.4731
H 3.1031 -0.9405 4.6680
H 5.1864 -2.1435 2.7620
H 5.5357 -1.3590 4.3057
H 4.8856 -0.4207 2.9573
H -0.8769 -5.6595 -0.7584
H -2.0870 -5.6305 -2.0137
H -2.5986 -4.8638 0.9181
H -3.0705 -6.3884 0.1614
H -3.8162 -4.8728 -0.3547
Cl -4.3868 2.0451 -1.7944
C -4.1576 1.2385 -0.2898
C -5.2562 1.0105 0.5519
C -5.1010 0.3635 1.7450
Cl -6.4758 0.1005 2.7654
C -3.8271 -0.0904 2.1573
C -3.5662 -0.7643 3.3699
C -2.2907 -1.1512 3.6601
C -1.2554 -0.8826 2.7518
N -1.4608 -0.2599 1.6110
C -2.7373 0.1471 1.2954
C -2.8863 0.8219 0.0574
O -1.8407 1.0169 -0.7096
H -6.2335 1.3545 0.2432
H -4.3801 -0.9606 4.0539
H -2.0503 -1.6650 4.5795
H -0.2481 -1.1927 2.9824

=====

# 2
79
Properties=species:S:1:pos:R:3 method="wB97M-V/def2-TZVPD" homo_lumo_gap_ev="6.47 / 6.82" spin_multiplicity=2 charge=+2
Ru -0.1004 3.4146 -0.5851
N -0.8805 2.6934 -2.7417
C -1.8597 1.6090 -2.7895
C -3.1626 1.9809 -2.0854
C -3.0434 1.9775 -0.5619
N -2.4496 3.2217 -0.0645
H -1.2289 3.5093 -3.2463
H -0.0013 2.4065 -3.1750
H -1.4253 0.7402 -2.2863
H -2.0772 1.3381 -3.8307
H -3.9197 1.2524 -2.3703
H -3.5046 2.9571 -2.4368
H -2.3949 1.1520 -0.2389
H -4.0389 1.8275 -0.1280
H -2.5294 3.2794 0.9529
H -2.9528 4.0205 -0.4595
C -5.2607 -3.8639 0.7866
C -4.0841 -2.9598 0.6850
C -3.7170 -2.1265 1.7378
C -2.5534 -1.3776 1.6867
C -2.1623 -0.5145 2.8498
C -1.7401 -1.4339 0.5404
Te 0.2665 -0.8361 0.9663
N 0.3531 1.0572 0.2992
C 1.5092 1.6178 0.6530
O 1.8844 2.6654 0.0814
C 2.3720 0.9930 1.6910
C 3.6796 0.6490 1.3742
C 4.4866 0.0612 2.3349
C 4.0063 -0.1477 3.6171
C 2.7150 0.2344 3.9478
C 1.8914 0.7982 2.9896
C 1.4541 -1.9604 -0.4198
C 1.7203 -3.2425 0.0868
C 1.0542 -3.7346 1.3372
C 2.5890 -4.0664 -0.6083
C 3.2115 -3.6543 -1.7845
C 4.1937 -4.5194 -2.4913
C 2.8896 -2.3972 -2.2849
C 2.0325 -1.5296 -1.6192
C 1.7284 -0.2089 -2.2649
C -2.1354 -2.2010 -0.5601
C -1.3494 -2.2360 -1.8318
C -3.3098 -2.9343 -0.4711
H -5.7009 -3.8342 1.7767
H -4.9655 -4.8874 0.5700
H -6.0240 -3.5962 0.0594
H -4.3277 -2.0923 2.6285
H -3.0462 -0.1275 3.3546
H -1.5565 0.3366 2.5126
H -1.5914 -1.0933 3.5812
H 4.0522 0.8409 0.3805
H 5.4963 -0.2190 2.0779
H 4.6393 -0.6020 4.3622
H 2.3555 0.1129 4.9565
H 0.8990 1.1470 3.2576
H -0.0315 -3.6002 1.2876
H 1.4303 -3.2092 2.2203
H 1.2623 -4.7938 1.4733
H 2.7967 -5.0494 -0.2168
H 4.4833 -5.3687 -1.8812
H 5.0810 -3.9480 -2.7560
H 3.7673 -4.8914 -3.4223
H 3.3150 -2.0790 -3.2250
H 2.6426 0.3659 -2.4146
H 1.0370 0.3907 -1.6704
H 1.2863 -0.3861 -3.2476
H -0.6355 -1.4142 -1.8643
H -2.0244 -2.1566 -2.6820
H -0.8092 -3.1799 -1.9290
H -3.6123 -3.5258 -1.3222
C 1.3812 8.0109 1.2097
O 1.1079 7.4505 -0.0703
C 0.5282 6.3055 -0.1916
S -0.1170 5.4053 1.0962
S 0.3337 5.6823 -1.7680
H 1.4215 9.0904 1.0781
H 2.3548 7.6535 1.5533
H 0.6147 7.7504 1.9436

=====

# 3
8
Properties=species:S:1:pos:R:3 method="wB97M-V/def2-TZVPD" homo_lumo_gap_ev="6.65 / 6.65" de_lowest_kj_mol=830.8 charge=0
C 2.4057 0.2276 1.2527
C 2.3008 -1.0536 1.0700
O -0.6145 0.8548 0.5953
O 0.4903 1.3607 0.1408
F 3.2178 -1.9597 1.5109
F 1.3011 -1.7007 0.6079
Cl 3.2127 1.5142 1.6994
H -1.0435 0.3573 -0.0193

=====

# 4
35
Properties=species:S:1:pos:R:3 method="wB97M-V/def2-TZVPD" homo_lumo_gap_ev=5.47 charge=-1
C -1.6548 1.2495 -2.4257
C -2.6244 2.1590 -2.4140
N -3.4845 2.9754 -2.3930
C -0.2685 1.5266 -2.4106
C 0.6675 0.4760 -2.4018
C 2.0115 0.7337 -2.3813
C 2.4863 2.0354 -2.3700
N 3.9175 2.2993 -2.3538
O 4.3002 3.4778 -2.3554
O 4.6950 1.3346 -2.3377
C 1.5781 3.0823 -2.3777
C 0.2299 2.8440 -2.3973
H -1.9746 0.2208 -2.4136
H 0.3138 -0.5408 -2.4115
H 2.7239 -0.0724 -2.3760
H 1.9582 4.0884 -2.3694
H -0.4647 3.6662 -2.4025
C 0.5473 -3.8806 3.5799
C 1.0703 -2.6595 3.2127
C 0.3002 -1.7587 2.5130
C -1.0085 -2.0657 2.1589
C -1.8824 -1.1030 1.4476
C -1.3317 0.1887 1.0117
C -2.0335 1.3073 1.0892
O -3.0478 -1.3689 1.2401
C -1.5197 -3.2990 2.5351
C -0.7506 -4.1988 3.2403
H 1.1492 -4.5791 4.1382
H 2.0820 -2.4064 3.4822
H 0.7108 -0.8008 2.2539
H -0.3353 0.2030 0.6027
H -1.6287 2.2561 0.7868
H -3.0321 1.2972 1.4844
H -2.5364 -3.5386 2.2766
H -1.1634 -5.1490 3.5377

=====

# 5
20
Properties=species:S:1:pos:R:3 method="wB97M-V/def2-TZVPD" homo_lumo_gap_ev=10.14 de_lowest_kj_mol=125.7 smiles="CN(C=O)CCN.O" charge=0
C -1.0932 1.1910 0.5536
N 0.1560 0.8614 0.1516
C 1.2843 1.1328 0.9985
C 0.4501 0.6664 -1.2568
C 0.4989 -0.8291 -1.5686
N -0.7477 -1.4274 -1.1027
O -1.4321 1.3105 1.7205
H -1.7849 1.2983 -0.2903
H 2.1401 0.5158 0.7345
H 1.0264 1.0400 2.0393
H 1.5932 2.1784 0.9186
H -0.2768 1.1439 -1.9206
H 1.3600 1.2251 -1.5092
H 0.4951 -0.9159 -2.6547
H 1.4358 -1.2586 -1.1969
H -0.9305 -2.2651 -1.6379
H -0.7178 -1.6393 -0.1051
H -0.8759 -0.7098 2.2597
H -1.7601 -1.8700 1.8645
O -0.8211 -1.6484 2.0019

=====

# 6
18
Properties=species:S:1:pos:R:3 method="wB97M-V/def2-TZVPD" homo_lumo_gap_ev="6.55 / 5.24" spin_multiplicity=8 de_lowest_kj_mol=101.1 charge=+1
O -0.6796 -3.9772 -0.8722
C -0.9415 -2.8287 -1.2198
O -1.8370 -2.3497 -1.9107
O 0.2113 -1.1704 0.4134
C 0.1998 -1.6848 -0.6794
O 1.3751 -1.5658 -1.3830
C 1.4329 -1.3505 -2.8054
C 2.7935 -0.7799 -3.1130
O 3.7692 -1.5466 -2.4166
C 5.1037 -1.2907 -2.8399
Tb 3.2811 -2.2475 -0.1293
H 0.6504 -0.6406 -3.0984
H 1.2921 -2.3254 -3.2868
H 2.8621 0.2718 -2.7940
H 2.9668 -0.8413 -4.1984
H 5.7719 -1.8675 -2.1915
H 5.2287 -1.6205 -3.8818
H 5.3331 -0.2190 -2.7496

=====

# 7
37
Properties=species:S:1:pos:R:3 method="wB97M-V/def2-TZVPD" homo_lumo_gap_ev=5.97 de_lowest_kj_mol=0.0 charge=-1
N 8.5190 13.6390 27.9990
H 8.9910 13.7580 28.8130
H 9.0630 14.0550 27.2570
H 7.7070 14.2070 28.1740
H 8.1440 12.7620 27.8550
S 5.2900 14.6370 25.7330
O 4.4850 14.5850 24.5720
O 5.8180 13.3770 26.1860
O 6.4950 15.4590 25.4430
O 4.5480 15.2160 26.8540
O 7.1180 9.8900 28.5670
H 7.5660 9.9870 27.8160
H 6.3680 10.4200 28.3080
O 6.9980 15.2070 30.5090
H 7.5040 15.9580 30.5680
H 7.6110 14.3210 30.6460
O 6.9360 11.2260 25.7350
H 6.4110 10.7240 25.1920
H 6.4720 12.1030 25.9270
O 11.0960 15.4790 28.3350
H 10.9320 16.3130 28.0570
H 11.5620 14.9320 27.6490
O 7.9240 16.5640 27.3060
H 7.1890 16.1670 26.6510
H 8.4910 17.1540 26.7760
O 8.4900 14.1380 24.5300
H 7.7310 14.5410 24.8340
H 8.2220 13.2120 24.3750
O 11.1580 11.7200 28.7400
H 12.1680 11.7850 28.9320
H 11.1380 11.4220 27.8130
O 8.4520 12.9120 31.2170
H 9.2310 13.2290 31.5010
H 8.6270 11.9150 31.1480
O 5.5080 12.2610 28.3290
H 5.6940 12.5630 27.4450
H 5.2650 13.0000 28.8810

=====

# 8
115
Properties=species:S:1:pos:R:3 method="wB97M-V/def2-TZVPD" homo_lumo_gap_ev="7.29 / 6.86" spin_multiplicity=6 de_lowest_kj_mol=134.4 charge=0
Ru -18.0097 -6.0102 -11.3944
C -21.4266 -6.9265 -9.9356
P -20.3156 -6.6957 -11.3441
C -21.3293 -5.3910 -12.1945
C -20.6064 -8.2942 -12.1968
C -21.8846 -8.5062 -12.7292
C -22.2394 -9.7564 -13.2408
C -21.3196 -10.8033 -13.1734
C -20.0402 -10.5883 -12.7473
C -19.6674 -9.3406 -12.2470
P -18.0111 -8.8525 -11.6309
C -16.9973 -10.2666 -12.2099
C -18.2873 -9.4303 -9.9558
H -22.4433 -6.9833 -10.2342
H -21.2602 -6.0350 -9.2962
H -21.1910 -7.8161 -9.3820
H -22.3901 -5.6043 -12.1421
H -20.8817 -5.3051 -13.2155
H -21.0687 -4.5009 -11.6157
H -22.5777 -7.6806 -12.7852
H -23.2559 -9.9620 -13.6877
H -21.5868 -11.7785 -13.5987
H -19.2479 -11.3200 -12.7457
H -17.3876 -11.2544 -11.9367
H -16.0101 -10.1875 -11.7635
H -16.8490 -10.1825 -13.2766
H -18.7060 -10.4713 -9.9095
H -18.9445 -8.7337 -9.4499
H -17.3623 -9.4185 -9.4009
C -22.4072 -3.5872 -15.8328
As -20.5568 -4.2372 -15.6679
C -20.4126 -4.7092 -17.5721
C -19.4634 -2.5788 -15.8360
C -19.1706 -1.7960 -14.5139
C -20.4377 -1.7581 -13.6125
C -17.9661 -2.4394 -13.7897
As -17.7402 -3.4010 -12.0788
C -17.9989 -2.1340 -10.6476
C -15.7308 -3.2835 -12.3051
C -18.9218 -0.2731 -14.8159
As -17.3611 0.4334 -15.8576
C -16.1487 -1.0688 -16.1619
C -16.3949 1.2669 -14.2388
H -22.3821 -2.8205 -16.6070
H -22.7995 -3.2171 -14.8625
H -23.0461 -4.4323 -16.0691
H -20.6501 -3.8480 -18.1884
H -21.1508 -5.4970 -17.7538
H -19.4226 -5.0849 -17.8213
H -19.9668 -1.8641 -16.4820
H -18.5238 -2.8099 -16.2950
H -20.8346 -2.7911 -13.4782
H -21.1776 -1.0776 -14.1225
H -20.2403 -1.3423 -12.6084
H -17.2344 -1.6761 -13.6620
H -17.5341 -3.1629 -14.4588
H -17.4767 -1.2008 -10.9011
H -17.6235 -2.5211 -9.7380
H -19.0597 -1.9210 -10.5184
H -15.3542 -2.2690 -12.3062
H -15.5221 -3.7374 -13.2399
H -15.2652 -3.8887 -11.5321
H -18.8690 0.2762 -13.8935
H -19.8254 0.0919 -15.3342
H -16.5917 -1.7489 -16.8676
H -15.9402 -1.6214 -15.2730
H -15.2590 -0.5633 -16.5854
H -16.9512 2.1707 -14.0843
H -15.3304 1.4532 -14.5572
H -16.5195 0.5316 -13.4420
Cl -17.3145 -8.9386 -15.5986
C -18.6486 -9.8987 -16.2549
C -18.4666 -11.2638 -16.4528
C -19.5951 -12.0635 -16.7483
C -20.8394 -11.4611 -16.9230
C -21.0342 -10.1006 -16.6326
C -19.9433 -9.2927 -16.2741
C -20.2345 -8.0075 -15.7875
H -17.4756 -11.7213 -16.3270
H -19.4393 -13.0978 -17.0008
H -21.6472 -12.0872 -17.2583
H -22.0031 -9.6644 -16.7299
H -19.5046 -7.4546 -15.2576
H -21.2437 -7.6744 -15.7379
C -16.5337 -3.1722 -3.9785
C -16.5704 -3.7746 -5.3474
C -15.4146 -4.2841 -6.0033
C -15.5360 -5.0068 -7.2054
C -14.2452 -5.4116 -7.8461
C -16.7813 -5.2242 -7.8122
Se -16.7921 -6.4333 -9.3496
C -17.9185 -4.7451 -7.1888
C -19.2851 -5.2056 -7.6603
C -17.7897 -4.0929 -5.9560
H -17.5079 -2.8079 -3.6255
H -15.8047 -2.3203 -3.9687
H -16.1617 -3.8587 -3.2164
H -14.4330 -4.1179 -5.5656
H -13.3838 -5.4547 -7.1533
H -13.9238 -4.7376 -8.7079
H -14.2499 -6.4205 -8.2749
H -19.4255 -5.1556 -8.7463
H -20.0838 -4.6660 -7.1615
H -19.4078 -6.2301 -7.4060
H -18.6942 -3.8823 -5.3799
N -17.3118 -5.3749 -15.6312
C -16.9326 -5.8940 -14.4336
O -17.8086 -6.2697 -13.6266
C -15.5304 -5.9507 -14.2097
C -15.1534 -6.8063 -13.1695
N -14.9398 -7.5527 -12.3316
C -14.6454 -5.5613 -15.2458
N -14.0044 -5.1263 -16.1122
H -18.2364 -5.6167 -15.8357
H -16.7114 -5.5547 -16.4114